Entry 1:
Formula: C8H17N2O2
Source: the OMol25 dataset
Level of theory: ωB97M-V with the def2-TZVPD basis set

Values from the calculation:
Energy relative to the best compared isomer or geometry (same formula, charge and spin): 156.0 kcal/mol
Highest occupied orbital energy (alpha / beta): -13.0 / -13.0 eV
Orbital gap (alpha / beta): 6.4779 / 6.4792 eV
Electronic energy: -15633.60694 eV
Charge: +1

```
29
Properties=species:S:1:pos:R:3:forces:R:3
C -0.0155 0.1563 -2.1432 -1.1 1.0 1.1
H -0.5520 -2.7204 -0.6327 0.2 0.5 1.3
H 2.6364 1.3481 -0.4285 -0.2 -1.3 -0.4
C -0.1019 0.3089 -0.5460 0.9 0.4 0.6
C 1.2717 -0.0287 1.6651 -3.2 4.4 -0.8
H 3.3810 -0.2616 0.0283 -1.0 0.6 -1.3
C -3.2935 -0.6938 0.5590 -0.3 -1.4 2.2
H -2.8621 -1.0098 1.5956 -1.1 0.3 -1.9
C -0.2673 -2.0645 0.2592 -4.8 0.2 -1.6
N 1.0407 -1.6580 -0.0049 2.2 0.4 -0.4
O 1.8889 -2.3655 -0.4522 -0.7 0.0 0.4
H 1.9328 -0.6956 1.9590 3.4 -3.0 1.9
H -1.5315 1.7671 -0.4226 1.4 0.8 0.3
H 2.4320 -0.0764 -1.6448 0.9 0.5 1.2
O -2.2526 -0.5083 -0.3455 0.2 -0.7 -2.2
H -0.6502 -2.5020 1.2263 1.3 0.4 -0.9
H -1.0170 0.4125 -2.6012 1.0 -0.7 0.6
C 2.5265 0.2272 -0.5624 0.4 0.1 0.5
H 0.2612 2.4194 -0.5138 -1.4 -0.5 0.8
H 0.2821 -0.8928 -2.3089 -0.2 0.5 -0.6
H 0.6843 0.8901 -2.6160 -0.3 -0.8 0.7
H -0.5931 1.9146 1.0864 0.7 -0.9 -1.1
H 0.2799 -0.2871 2.1191 0.9 0.5 -0.4
H 1.6172 1.0348 2.0216 -0.7 -2.0 -1.0
H -4.0844 -1.3277 0.1166 0.9 -0.6 0.4
C 1.2319 -0.1841 0.1040 0.0 0.6 0.8
N -1.0196 -0.5639 0.1752 1.7 -2.2 1.1
C -0.4706 1.6949 -0.0125 -0.7 1.3 -1.8
H -3.8537 0.1932 0.6455 -0.2 1.7 0.6
```
Forces are in eV/Å.



Entry 2:
Formula: C5H9N2
Source: the OMol25 dataset
Level of theory: ωB97M-V with the def2-TZVPD basis set

Values from the calculation:
Energy relative to the best compared isomer or geometry (same formula, charge and spin): 165.3 kcal/mol
Highest occupied orbital energy (alpha / beta): -13.9 / -13.9 eV
Orbital gap (alpha / beta): 8.4493 / 8.6302 eV
Electronic energy: -8298.56629 eV
Charge: +1

```
16
Properties=species:S:1:pos:R:3:forces:R:3
H -2.7540 0.2452 -0.8427 0.1 0.6 -0.4
C -2.0046 0.0544 1.1341 -0.1 -1.6 0.2
H -2.7874 -1.4895 -0.5122 0.9 0.8 1.0
N 2.0564 0.0977 -0.0716 -2.6 0.9 0.2
C -0.0713 1.1297 -0.9691 -2.0 -0.9 3.9
H 3.2126 -1.4577 -0.4356 0.6 0.6 1.6
N -1.0079 -0.3858 0.2515 2.8 0.8 -2.5
C -2.3397 -0.5007 -0.1988 -2.1 -0.9 -0.6
H 3.1139 -0.8807 1.4944 -0.2 -0.2 -2.4
H 4.0493 0.1226 0.3095 -1.1 -1.7 -0.3
C 1.0209 0.5360 -0.3539 2.4 0.0 -0.7
H -0.4242 0.6338 -1.8279 -0.3 0.1 -1.2
H -0.5385 2.0006 -0.4477 0.6 -0.7 -1.1
H -1.8988 -0.5281 2.0001 -0.4 -1.2 1.2
C 3.1715 -0.6381 0.3499 2.1 0.6 1.1
H -2.1173 1.0234 1.4439 -0.6 2.6 -0.1
```
Forces are in eV/Å.



Entry 3:
Formula: C2H6NO2Si
Source: the OMol25 dataset
Level of theory: ωB97M-V with the def2-TZVPD basis set

Values from the calculation:
Energy relative to the best compared isomer or geometry (same formula, charge and spin): 39.7 kcal/mol
Highest occupied orbital energy: -4.1 eV
Orbital gap: 8.1870 eV
Electronic energy: -15633.42531 eV
Charge: -1

```
12
Properties=species:S:1:pos:R:3:forces:R:3
H -0.2341 -1.6263 -2.3539 -0.4 -0.2 -0.4
N 0.3275 0.4072 -0.7926 4.4 0.4 -0.7
O 2.3219 1.0422 0.5918 1.0 1.1 -6.7
O 2.4408 0.9064 -1.8948 -0.9 -0.4 3.1
Si -0.4691 -0.1649 -2.2480 -0.2 0.3 4.5
H 2.3362 0.8592 2.4261 1.3 0.1 1.5
C 1.7162 0.7108 -0.8956 -3.2 0.0 0.0
H 1.0995 0.2294 1.8397 -4.0 -1.1 0.2
H -0.1577 0.4580 -3.4364 0.4 0.9 -2.3
C 2.0817 0.2359 1.5992 0.7 -0.8 2.3
H 2.4966 -0.7857 1.7299 0.3 0.4 -0.7
H -1.9031 0.2270 -1.8138 0.5 -0.7 -0.8
```
Forces are in eV/Å.